{
  "formula": "C19H23NO2",
  "method": "ωB97M-V/def2-TZVPD",
  "species": ["C", "C", "C", "N", "C", "C", "C", "C", "C", "C", "O", "C", "C", "C", "C", "C", "C", "C", "C", "C", "C", "O", "H", "H", "H", "H", "H", "H", "H", "H", "H", "H", "H", "H", "H", "H", "H", "H", "H", "H", "H", "H", "H", "H", "H"],
  "coordinates": [[3.577, -1.502, 4.028], [2.678, -0.591, 3.709], [2.729, 0.247, 2.460], [1.446, 0.280, 1.799], [0.903, -0.643, 1.020], [1.794, -1.764, 0.575], [2.727, -1.344, -0.575], [1.962, -0.929, -1.824], [-0.462, -0.525, 0.657], [-1.239, 0.569, 1.197], [-0.770, 1.475, 1.898], [-2.729, 0.609, 0.946], [-3.090, 0.109, -0.451], [-2.531, 1.044, -1.499], [-3.114, 2.299, -1.644], [-2.626, 3.209, -2.562], [-1.543, 2.877, -3.358], [-0.964, 1.628, -3.232], [-1.455, 0.718, -2.311], [-2.587, -1.321, -0.533], [-1.114, -1.512, -0.199], [-0.574, -2.509, -0.656], [3.509, -2.074, 4.937], [4.429, -1.706, 3.400], [1.828, -0.399, 4.349], [2.965, 1.281, 2.736], [3.517, -0.116, 1.798], [0.777, 1.015, 2.089], [2.394, -2.091, 1.427], [1.189, -2.599, 0.233], [3.366, -2.198, -0.809], [3.373, -0.519, -0.268], [2.651, -0.745, -2.645], [1.395, -0.019, -1.640], [1.272, -1.715, -2.118], [-3.208, -0.027, 1.698], [-3.063, 1.634, 1.115], [-4.182, 0.109, -0.552], [-3.964, 2.564, -1.030], [-3.092, 4.180, -2.657], [-1.158, 3.587, -4.076], [-0.123, 1.355, -3.854], [-0.989, -0.252, -2.239], [-3.145, -1.934, 0.183], [-2.757, -1.756, -1.521]],
  "smiles": "C=CCNC(CCC)=C1C(=O)CC(c2ccccc2)CC1=O",
  "total_charge": 0,
  "homo_ha": -0.3144
}

=====

{
  "formula": "C19H23NO4STi",
  "method": "ωB97M-V/def2-TZVPD",
  "species": ["Ti", "C", "C", "C", "C", "C", "C", "C", "C", "C", "C", "H", "H", "H", "H", "H", "H", "H", "H", "H", "H", "H", "H", "H", "H", "C", "C", "C", "C", "C", "C", "C", "S", "O", "O", "N", "C", "C", "O", "O", "H", "H", "H", "H", "H", "H", "H", "H", "H"],
  "coordinates": [[1.091, 1.098, 0.851], [1.463, -2.410, 3.096], [0.322, -1.933, 2.199], [-0.999, -2.580, 2.643], [0.167, -0.423, 2.196], [-0.853, 0.167, 1.389], [-1.068, 1.558, 1.405], [-0.260, 2.421, 2.189], [-0.525, 3.900, 2.243], [0.741, 1.839, 2.989], [0.912, 0.432, 3.037], [1.601, -3.481, 2.980], [1.226, -2.210, 4.140], [2.395, -1.918, 2.826], [0.544, -2.241, 1.165], [-1.374, -2.083, 3.536], [-0.838, -3.630, 2.871], [-1.757, -2.517, 1.867], [-1.498, -0.470, 0.789], [-1.884, 1.981, 0.825], [0.038, 4.426, 1.468], [-0.224, 4.301, 3.211], [-1.585, 4.103, 2.094], [1.339, 2.467, 3.645], [1.644, 0.031, 3.729], [-3.357, -1.150, -5.042], [-2.222, -0.623, -4.218], [-1.020, -1.320, -4.133], [0.030, -0.829, -3.376], [-0.118, 0.363, -2.688], [-1.299, 1.080, -2.774], [-2.345, 0.585, -3.537], [1.254, 0.955, -1.689], [2.347, 1.301, -2.548], [0.676, 2.057, -0.864], [1.539, -0.219, -0.640], [2.939, -0.518, -0.394], [3.246, 0.269, 0.895], [3.700, -0.261, 1.896], [2.868, 1.506, 0.832], [-3.247, -2.220, -5.203], [-3.380, -0.663, -6.018], [-4.310, -0.958, -4.553], [-0.905, -2.245, -4.677], [0.971, -1.351, -3.312], [-1.371, 2.023, -2.252], [-3.266, 1.144, -3.622], [3.563, -0.162, -1.225], [3.087, -1.592, -0.240]],
  "s2": 2.01,
  "multiplicity": 3,
  "total_charge": 0,
  "homo_ha": [-0.2368, -0.3346]
}

=====

{
  "formula": "C19H24B2ClFNOS2",
  "method": "ωB97M-V/def2-TZVPD",
  "species": ["C", "B", "O", "B", "C", "C", "C", "S", "C", "S", "N", "C", "C", "C", "C", "C", "C", "C", "C", "C", "C", "C", "C", "C", "C", "F", "H", "H", "H", "H", "H", "H", "H", "H", "H", "H", "H", "H", "H", "H", "H", "H", "H", "H", "H", "H", "H", "H", "H", "H", "Cl"],
  "coordinates": [[2.739, -0.510, -1.351], [1.945, 0.838, -1.096], [1.690, 1.205, 0.214], [1.431, 1.742, -2.425], [-0.002, 1.734, -3.067], [-1.098, 0.924, -2.321], [-0.961, -0.549, -2.727], [-2.027, -1.690, -1.808], [-1.144, -2.205, -0.313], [-0.728, -3.762, -0.212], [-0.829, -1.259, 0.675], [-0.177, -1.802, 1.865], [-0.861, -2.435, 2.876], [-0.175, -2.916, 4.003], [1.187, -2.703, 4.131], [1.876, -2.050, 3.100], [1.206, -1.621, 1.979], [-1.904, -0.375, 1.044], [-1.544, 0.864, 1.572], [-2.492, 1.790, 1.967], [-3.844, 1.491, 1.836], [-4.202, 0.246, 1.341], [-3.253, -0.687, 0.951], [2.521, 2.673, -3.128], [3.304, 3.439, -2.059], [1.914, 3.590, -4.013], [2.035, -1.350, -1.305], [3.169, -0.504, -2.357], [3.508, -0.700, -0.598], [0.772, 1.504, 0.246], [0.134, 1.228, -4.038], [-0.335, 2.743, -3.324], [-2.059, 1.314, -2.665], [-1.066, 1.046, -1.236], [-1.334, -0.605, -3.754], [0.087, -0.857, -2.746], [-1.932, -2.570, 2.814], [-0.687, -3.385, 4.826], [1.742, -3.026, 5.003], [2.942, -1.860, 3.175], [1.743, -1.103, 1.195], [-0.491, 1.099, 1.687], [-2.162, 2.737, 2.377], [-4.598, 2.215, 2.117], [-5.258, 0.021, 1.245], [-3.563, -1.644, 0.552], [3.156, 2.011, -3.730], [2.611, 3.820, -1.309], [4.073, 2.798, -1.629], [3.799, 4.285, -2.543], [-0.856, -5.189, 2.962]],
  "total_charge": -1,
  "homo_ha": -0.1263
}

=====

{
  "formula": "C19H24BFNO6S",
  "method": "ωB97M-V/def2-TZVPD",
  "species": ["N", "C", "C", "C", "B", "O", "C", "S", "C", "C", "C", "F", "O", "H", "H", "H", "H", "H", "H", "H", "H", "H", "H", "H", "H", "H", "H", "H", "H", "C", "C", "C", "O", "C", "C", "C", "O", "H", "H", "H", "H", "C", "C", "C", "O", "C", "C", "C", "O", "H", "H", "H", "H"],
  "coordinates": [[-0.894, -4.010, 0.999], [-0.958, -2.517, 1.095], [0.131, -1.985, 2.005], [0.059, -0.476, 2.304], [-0.251, 0.481, 1.055], [-0.464, 1.945, 1.384], [-0.626, 2.475, 0.127], [-0.165, 4.252, 0.048], [0.268, 1.600, -0.836], [1.363, 2.307, -1.610], [2.138, 1.345, -2.489], [1.700, 1.421, -3.822], [0.802, 0.607, -0.004], [-0.506, -4.235, 0.091], [-1.846, -4.350, 0.947], [-1.940, -2.231, 1.472], [-0.866, -2.081, 0.101], [0.048, -2.543, 2.944], [1.106, -2.236, 1.577], [0.988, -0.206, 2.821], [-0.745, -0.313, 3.032], [-1.303, 0.114, 0.469], [-1.669, 2.393, -0.192], [-0.816, 4.666, 1.138], [-0.386, 1.098, -1.567], [2.043, 2.836, -0.949], [0.884, 3.040, -2.267], [1.994, 0.323, -2.150], [3.198, 1.591, -2.507], [-5.657, -7.277, -1.256], [-5.441, -6.068, -0.745], [-4.294, -5.812, 0.164], [-4.096, -4.715, 0.633], [-3.395, -6.953, 0.476], [-3.613, -8.161, -0.036], [-4.760, -8.418, -0.941], [-4.960, -9.520, -1.409], [-6.485, -7.490, -1.920], [-6.078, -5.220, -0.960], [-2.563, -6.738, 1.136], [-2.972, -9.007, 0.176], [3.684, 7.736, -0.817], [3.449, 6.490, -1.218], [4.006, 5.327, -0.480], [3.793, 4.195, -0.846], [4.822, 5.608, 0.729], [5.055, 6.855, 1.128], [4.506, 8.017, 0.385], [4.721, 9.155, 0.750], [3.289, 8.599, -1.337], [2.847, 6.257, -2.087], [5.206, 4.744, 1.255], [5.648, 7.086, 2.004]],
  "total_charge": -1,
  "homo_ha": -0.1704
}

=====

{
  "formula": "C19H24BrN5OTi",
  "method": "ωB97M-V/def2-TZVPD",
  "species": ["Ti", "C", "N", "C", "C", "C", "C", "C", "N", "C", "C", "C", "C", "C", "C", "H", "H", "H", "H", "H", "H", "H", "H", "H", "H", "H", "O", "C", "C", "C", "N", "C", "Br", "C", "H", "H", "H", "H", "N", "C", "C", "N", "H", "H", "H", "H", "H", "H", "H", "H", "H"],
  "coordinates": [[-0.070, -0.238, -0.317], [2.412, -1.279, -1.866], [1.395, -0.229, -1.742], [1.581, 0.944, -2.288], [0.763, 2.002, -1.854], [0.663, 3.334, -2.210], [-0.289, 3.907, -1.345], [-0.721, 2.904, -0.505], [-0.088, 1.720, -0.775], [3.201, -1.332, -0.578], [4.578, -1.508, -0.599], [5.310, -1.550, 0.581], [4.679, -1.411, 1.809], [3.303, -1.237, 1.853], [2.588, -1.193, 0.664], [3.074, -1.069, -2.707], [1.922, -2.234, -2.067], [2.370, 1.101, -3.021], [1.215, 3.834, -2.991], [-0.620, 4.932, -1.338], [-1.472, 2.982, 0.266], [5.088, -1.612, -1.549], [6.381, -1.689, 0.539], [5.252, -1.446, 2.724], [2.801, -1.155, 2.809], [1.496, -1.144, 0.797], [-4.564, -2.717, -3.735], [-3.678, -2.054, -3.033], [-3.422, -0.678, -3.167], [-2.470, -0.097, -2.375], [-1.766, -0.803, -1.456], [-2.030, -2.114, -1.358], [-0.901, -2.965, -0.075], [-2.948, -2.800, -2.084], [-5.037, -2.176, -4.385], [-3.962, -0.080, -3.889], [-2.231, 0.955, -2.450], [-3.118, -3.862, -1.970], [-2.598, 1.648, 4.690], [-1.464, 0.867, 4.070], [-1.559, 0.829, 2.540], [-0.420, 0.084, 1.953], [-2.508, 1.657, 5.713], [-3.515, 1.243, 4.478], [-2.612, 2.626, 4.387], [-1.505, -0.133, 4.501], [-0.543, 1.349, 4.399], [-1.542, 1.840, 2.134], [-2.487, 0.352, 2.223], [-0.380, -0.848, 2.368], [0.451, 0.541, 2.232]],
  "s2": 0.75,
  "multiplicity": 2,
  "total_charge": 3,
  "homo_ha": [-0.6080, -0.6082]
}

=====

{
  "formula": "C19H24BrNO2PtS",
  "method": "ωB97M-V/def2-TZVPD",
  "species": ["Pt", "O", "N", "C", "C", "C", "C", "C", "S", "H", "H", "H", "H", "C", "C", "C", "C", "C", "C", "C", "Br", "C", "O", "C", "C", "C", "C", "C", "C", "H", "H", "H", "H", "H", "H", "H", "H", "H", "H", "H", "H", "H", "H", "H", "H", "H", "H", "H", "H"],
  "coordinates": [[-0.005, 0.180, 0.183], [2.078, 0.228, -0.234], [2.469, 1.246, -0.983], [3.568, 1.095, -1.731], [4.003, 2.110, -2.563], [3.302, 3.312, -2.617], [2.200, 3.476, -1.802], [1.775, 2.429, -0.978], [0.394, 2.581, 0.024], [4.063, 0.138, -1.645], [4.885, 1.956, -3.168], [3.616, 4.104, -3.282], [1.640, 4.402, -1.786], [-6.311, -3.913, -0.011], [-5.091, -4.838, 0.007], [-5.153, -5.752, -1.238], [-5.159, -5.717, 1.275], [-3.786, -4.094, 0.000], [-3.731, -2.679, -0.004], [-2.526, -2.064, 0.032], [-2.458, -0.145, 0.088], [-1.255, -2.740, 0.049], [-0.169, -2.107, 0.068], [-1.327, -4.211, 0.031], [-2.565, -4.797, 0.014], [-0.045, -5.033, 0.035], [0.772, -4.745, 1.312], [-0.365, -6.535, 0.030], [0.776, -4.723, -1.231], [-7.216, -4.517, -0.006], [-6.336, -3.298, -0.913], [-6.344, -3.272, 0.873], [-6.110, -6.272, -1.238], [-4.365, -6.505, -1.233], [-5.075, -5.166, -2.155], [-6.114, -6.240, 1.282], [-5.089, -5.108, 2.177], [-4.370, -6.469, 1.297], [-4.641, -2.094, -0.032], [-2.619, -5.876, 0.013], [0.173, -4.926, 2.206], [1.130, -3.721, 1.333], [1.647, -5.394, 1.341], [-0.932, -6.820, 0.917], [0.568, -7.095, 0.037], [-0.917, -6.818, -0.867], [1.127, -3.693, -1.235], [0.185, -4.898, -2.131], [1.654, -5.369, -1.262]],
  "s2": 6.05,
  "multiplicity": 5,
  "total_charge": 2,
  "homo_ha": [-0.5327, -0.5695]
}

=====

{
  "formula": "C19H24ClCrO5PS3",
  "method": "ωB97M-V/def2-TZVPD",
  "species": ["Cr", "Cl", "C", "C", "C", "C", "O", "C", "C", "O", "C", "H", "H", "H", "H", "C", "C", "O", "P", "S", "S", "O", "C", "C", "H", "H", "H", "H", "H", "H", "H", "H", "H", "H", "C", "C", "C", "C", "C", "C", "C", "S", "C", "O", "H", "H", "H", "H", "H", "H", "H", "H", "H", "H"],
  "coordinates": [[-8.118, -8.245, -12.653], [-9.902, -9.003, -19.733], [-9.517, -8.424, -18.182], [-10.110, -7.213, -17.659], [-9.888, -6.851, -16.376], [-8.949, -7.555, -15.532], [-8.847, -7.179, -14.286], [-8.245, -8.744, -16.118], [-7.340, -9.465, -15.309], [-7.327, -9.463, -14.032], [-8.550, -9.096, -17.451], [-10.732, -6.636, -18.370], [-10.360, -5.959, -15.971], [-6.567, -10.015, -15.860], [-8.090, -9.976, -17.864], [-7.827, -4.734, -8.474], [-6.758, -5.201, -9.489], [-6.418, -6.603, -9.381], [-7.529, -7.541, -10.068], [-6.498, -8.835, -11.206], [-8.862, -6.492, -11.218], [-8.344, -8.234, -8.819], [-7.544, -9.027, -7.832], [-8.510, -9.343, -6.708], [-7.933, -3.635, -8.573], [-7.379, -5.012, -7.505], [-8.810, -5.218, -8.602], [-5.775, -4.759, -9.238], [-7.004, -4.924, -10.560], [-6.641, -8.485, -7.582], [-7.287, -9.928, -8.439], [-9.152, -8.430, -6.449], [-7.923, -9.674, -5.788], [-9.175, -10.175, -6.931], [-7.234, -15.608, -12.893], [-7.874, -14.207, -13.041], [-7.832, -13.246, -12.028], [-8.460, -12.017, -12.155], [-9.102, -11.739, -13.365], [-9.073, -12.645, -14.418], [-8.502, -13.910, -14.242], [-10.130, -10.304, -13.592], [-11.735, -10.959, -13.060], [-9.758, -9.494, -12.256], [-6.762, -15.707, -11.912], [-6.392, -15.705, -13.601], [-8.011, -16.366, -13.140], [-7.341, -13.556, -11.088], [-8.471, -11.284, -11.361], [-9.517, -12.336, -15.387], [-8.575, -14.609, -15.110], [-11.605, -11.684, -12.241], [-12.277, -11.322, -13.914], [-12.282, -10.153, -12.630]],
  "s2": 2.02,
  "multiplicity": 3,
  "total_charge": 0,
  "homo_ha": [-0.2675, -0.2244]
}

=====

{
  "formula": "C19H24ClN2O2",
  "method": "ωB97M-V/def2-TZVPD",
  "species": ["O", "C", "C", "O", "C", "C", "C", "C", "Cl", "C", "C", "C", "N", "C", "C", "N", "C", "C", "C", "C", "C", "C", "C", "C", "H", "H", "H", "H", "H", "H", "H", "H", "H", "H", "H", "H", "H", "H", "H", "H", "H", "H", "H", "H", "H", "H", "H", "H"],
  "coordinates": [[2.252, -3.572, 0.516], [0.870, -3.795, 0.375], [0.096, -3.476, 1.674], [0.057, -2.105, 2.002], [-0.996, -1.330, 1.660], [-2.150, -1.734, 0.991], [-3.155, -0.825, 0.713], [-3.031, 0.501, 1.099], [-4.273, 1.645, 0.715], [-1.903, 0.916, 1.793], [-0.888, 0.011, 2.054], [0.380, -3.038, -0.869], [0.396, -1.589, -0.752], [1.744, -1.064, -0.556], [1.794, 0.429, -0.877], [0.477, 1.031, -0.563], [0.556, 2.495, -0.489], [0.712, 3.256, -1.637], [0.809, 4.634, -1.534], [0.761, 5.247, -0.293], [0.632, 4.479, 0.851], [0.536, 3.101, 0.757], [-0.547, 0.521, -1.513], [-0.250, -0.941, -1.877], [2.607, -4.149, 1.203], [0.688, -4.864, 0.170], [-0.906, -3.908, 1.622], [0.626, -3.951, 2.508], [-2.292, -2.758, 0.687], [-4.045, -1.151, 0.200], [-1.835, 1.936, 2.134], [-0.029, 0.293, 2.646], [-0.648, -3.345, -1.069], [1.011, -3.373, -1.709], [2.013, -1.243, 0.487], [2.480, -1.593, -1.179], [2.564, 0.920, -0.281], [2.008, 0.613, -1.931], [0.191, 0.672, 0.373], [0.768, 2.797, -2.612], [0.925, 5.226, -2.428], [0.832, 6.320, -0.219], [0.610, 4.949, 1.822], [0.453, 2.505, 1.652], [-0.550, 1.136, -2.412], [-1.520, 0.611, -1.027], [-1.195, -1.443, -2.085], [0.364, -0.997, -2.792]],
  "smiles": "O[C@@H](COc1ccc(Cl)cc1)CN1CC[NH+](c2ccccc2)CC1",
  "total_charge": 1,
  "homo_ha": -0.4179
}

=====

| no. | energy (a.u.) |
| --- | --- |
| 1 | -943.0394 |
| 2 | -2341.1986 |
| 3 | -2274.5941 |
| 4 | -1767.5210 |
| 5 | -4510.0284 |
| 6 | -4034.4135 |
| 7 | -4155.2341 |
| 8 | -1458.3487 |